No. 1
Formula: C31H72I2N4O10S9
Source: the Open Molecules 2025 dataset
Level of theory: ωB97M-V/def2-TZVPD

Geometry as XYZ:
```
128
Properties=species:S:1:pos:R:3:forces:R:3:lowdin_charge:R:1
N 1.2079 0.7270 -0.7926 -0.16 -0.01 -0.02 0.231
C 1.5579 -0.2112 -0.2325 0.34 -0.03 -0.12 -0.209
C 2.0482 -1.3630 0.5447 -0.15 -0.12 -0.05 -0.402
C 3.3313 -1.0036 1.3502 -0.09 0.16 0.21 -0.168
C 3.8470 0.4332 1.2422 0.44 0.04 0.28 -0.326
C 4.5716 0.7642 -0.0509 -0.28 0.11 -0.16 -0.699
I 4.9983 2.8612 -0.1495 0.09 -0.06 0.02 0.747
C 0.9217 -1.6946 1.5743 -0.06 0.42 -0.09 -0.129
C -0.4527 -2.0777 1.0239 -0.11 -0.41 0.30 -0.183
C -1.6262 -1.6488 1.9323 -0.01 0.09 -0.32 -0.184
C -2.7330 -0.9562 1.1233 -0.06 0.12 0.16 -0.190
C -2.5000 0.5643 1.0021 -0.09 -0.16 -0.17 -0.275
N -2.7821 1.1264 -0.3207 0.15 0.23 0.17 0.002
C 2.2490 -2.5614 -0.4520 -0.21 0.20 0.02 -0.747
I 4.0851 -2.4800 -1.5982 0.16 0.00 -0.13 1.058
C 2.3350 -3.8095 0.3167 0.14 0.02 0.06 -0.283
N 2.3783 -4.7909 0.9111 -0.03 -0.05 -0.02 0.232
N 1.1765 -2.6004 -1.4315 -0.11 -0.51 0.06 0.101
C 0.4580 -3.5809 -1.5568 0.28 0.16 0.46 -0.314
O -0.2491 -4.4896 -1.6491 -0.16 0.02 -0.39 0.216
H 3.0961 -1.1482 2.4058 0.05 -0.13 -0.05 0.117
H 4.1456 -1.6964 1.1331 -0.08 -0.04 -0.06 0.065
H 3.0573 1.1573 1.4547 -0.10 -0.10 -0.19 0.096
H 4.5712 0.5343 2.0542 -0.07 0.03 0.00 0.086
H 5.5217 0.2415 -0.1382 0.01 0.06 0.03 0.034
H 3.9777 0.5842 -0.9436 0.02 -0.01 0.06 -0.014
H 1.3109 -2.4336 2.2781 -0.04 -0.07 -0.08 0.125
H 0.8068 -0.7669 2.1446 0.10 -0.04 0.02 0.127
H -0.4988 -3.1681 0.9192 0.00 0.05 -0.17 0.089
H -0.6135 -1.6635 0.0289 0.11 0.22 0.06 0.100
H -2.0388 -2.5085 2.4617 0.12 0.00 0.05 0.103
H -1.2510 -0.9331 2.6704 -0.13 -0.14 0.17 0.103
H -2.7804 -1.3752 0.1135 0.01 -0.14 0.08 0.103
H -3.7016 -1.1520 1.5866 -0.01 0.07 -0.07 0.110
H -1.4576 0.7775 1.2596 -0.02 0.08 -0.03 0.097
H -3.1293 1.0675 1.7427 0.09 0.01 0.05 0.102
H -3.2538 0.4662 -0.9210 -0.07 0.08 -0.02 0.059
H -1.9354 1.4478 -0.7675 0.00 -0.18 -0.12 0.049
C 3.6411 -4.5713 -5.2707 -0.13 -0.01 0.02 -0.271
S 5.1105 -4.1155 -6.1928 0.04 -0.03 0.01 0.815
O 6.0894 -3.6259 -5.1811 -0.01 0.02 0.02 -0.569
C 4.4052 -2.6619 -6.9737 -0.03 0.04 -0.02 -0.263
H 3.8900 -5.4373 -4.6607 0.04 0.01 0.00 0.031
H 3.3655 -3.7340 -4.6309 -0.02 0.00 0.04 0.019
H 2.8280 -4.8277 -5.9497 0.03 0.01 -0.03 0.059
H 4.0534 -1.9750 -6.2041 0.02 -0.01 0.02 0.060
H 3.5879 -2.9644 -7.6281 0.01 0.00 -0.01 0.056
H 5.1917 -2.1926 -7.5608 0.01 -0.01 0.01 0.051
C 7.7642 -2.1465 4.7780 0.02 -0.02 0.05 -0.270
S 7.1449 -1.5673 3.1956 0.03 0.04 -0.05 0.825
O 5.7787 -1.0260 3.4488 -0.06 -0.05 -0.02 -0.552
C 6.9254 -3.1952 2.4740 -0.01 -0.14 -0.01 -0.262
H 7.9215 -1.2723 5.4062 -0.01 0.01 -0.01 0.050
H 7.0265 -2.8063 5.2339 -0.02 0.01 -0.02 0.058
H 8.7099 -2.6663 4.6260 0.00 0.01 0.00 0.054
H 6.2528 -3.7809 3.1012 -0.01 0.03 0.02 0.062
H 7.8941 -3.6865 2.3854 0.01 0.02 -0.02 0.058
H 6.4929 -3.0738 1.4831 0.02 0.07 -0.03 0.038
C -5.3055 4.0876 -0.6047 0.07 0.05 -0.14 -0.284
S -6.5788 3.1638 0.2525 -0.01 -0.06 0.10 0.795
O -6.2790 1.7178 0.0561 -0.03 -0.04 -0.02 -0.569
C -7.9213 3.5665 -0.8663 0.09 0.04 -0.04 -0.276
H -4.3696 3.9222 -0.0759 -0.01 -0.05 0.01 0.034
H -5.2221 3.7155 -1.6265 -0.02 -0.05 0.02 0.057
H -5.5554 5.1475 -0.5833 0.01 0.00 0.07 0.033
H -7.6605 3.2500 -1.8769 0.04 -0.02 0.02 0.062
H -8.1002 4.6422 -0.8376 0.00 0.00 0.01 0.056
H -8.8155 3.0422 -0.5388 0.08 0.00 -0.04 0.003
C -2.4830 6.3370 2.1666 0.01 -0.05 0.08 -0.261
S -3.8603 7.4474 1.8533 0.17 0.02 -0.14 0.784
O -5.0295 6.5966 1.4972 -0.09 0.04 0.02 -0.554
C -3.2137 8.1022 0.3137 0.00 -0.06 -0.10 -0.267
H -2.7122 5.7672 3.0648 -0.02 0.01 0.00 0.051
H -2.3688 5.6635 1.3177 -0.02 0.00 -0.01 0.056
H -1.5775 6.9234 2.3214 0.00 0.00 0.00 0.056
H -3.0496 7.2704 -0.3718 0.00 -0.03 0.02 0.059
H -2.2864 8.6404 0.5076 -0.02 0.03 0.00 0.061
H -3.9437 8.7983 -0.0925 0.03 0.00 0.05 0.031
C 5.6149 -7.8932 -2.6674 -0.02 -0.02 -0.06 -0.263
S 5.3749 -7.4010 -0.9551 0.04 0.13 0.03 0.785
O 6.0004 -8.4559 -0.1183 -0.03 -0.05 0.01 -0.551
C 3.6001 -7.6798 -0.9190 -0.05 -0.04 0.00 -0.279
H 6.6795 -7.8260 -2.8802 0.00 0.01 0.02 0.052
H 5.2711 -8.9190 -2.7990 0.00 0.00 0.03 0.059
H 5.0676 -7.2126 -3.3195 0.02 0.01 0.00 0.032
H 3.3942 -8.7195 -1.1742 0.03 0.00 0.00 0.057
H 3.1129 -7.0020 -1.6210 0.00 0.02 0.02 0.045
H 3.2577 -7.4629 0.0908 0.02 0.03 -0.01 0.033
C -5.0045 13.0471 1.9912 -0.03 0.05 0.02 -0.271
S -4.3903 11.3607 1.9124 -0.02 0.01 0.09 0.797
O -3.9854 11.1267 0.4996 -0.03 0.01 -0.03 -0.555
C -5.9852 10.5654 2.1395 -0.05 -0.01 -0.02 -0.261
H -4.1590 13.7107 1.8236 0.01 -0.02 0.00 0.049
H -5.7524 13.1923 1.2121 0.01 -0.02 -0.01 0.058
H -5.4291 13.2326 2.9777 0.01 0.00 0.00 0.053
H -6.6620 10.8914 1.3498 0.02 0.01 -0.01 0.063
H -6.3790 10.8266 3.1217 0.01 -0.01 0.00 0.057
H -5.8369 9.4885 2.0822 0.01 0.01 0.00 0.018
C -0.8949 -6.7830 3.1960 0.02 -0.06 0.03 -0.266
S -1.5761 -6.1030 1.6796 0.09 0.14 -0.05 0.767
O -2.9497 -5.6330 1.9925 -0.02 -0.01 0.03 -0.545
C -1.7395 -7.6700 0.8172 0.01 -0.06 -0.01 -0.266
H -0.7586 -5.9567 3.8904 -0.01 0.01 -0.01 0.049
H -1.5947 -7.5080 3.6114 -0.02 0.02 -0.01 0.058
H 0.0680 -7.2475 2.9832 0.01 0.02 0.00 0.053
H -2.3823 -8.3333 1.3957 -0.01 0.02 0.01 0.058
H -0.7519 -8.1098 0.6774 0.00 0.01 -0.01 0.051
H -2.1917 -7.4623 -0.1502 0.00 0.02 0.01 0.050
C -11.9840 5.1467 0.8073 -0.01 0.06 0.05 -0.267
S -11.3557 3.4639 0.7580 -0.15 -0.03 -0.04 0.809
O -11.0143 3.1828 -0.6611 -0.07 0.02 -0.05 -0.551
C -12.9389 2.6645 1.0431 -0.05 -0.01 0.13 -0.269
H -11.1478 5.8134 0.6066 0.01 -0.01 0.00 0.049
H -12.7489 5.2649 0.0403 0.01 -0.02 -0.02 0.058
H -12.3903 5.3540 1.7973 0.02 0.01 0.00 0.053
H -13.6327 2.9630 0.2580 0.03 0.01 -0.02 0.058
H -13.3192 2.9443 2.0258 0.00 -0.02 0.00 0.053
H -12.7717 1.5904 1.0056 0.02 0.00 -0.01 0.051
C 10.6829 -0.7800 -3.6474 0.07 -0.01 0.02 -0.274
S 8.9980 -0.8186 -3.0240 -0.11 0.02 -0.02 0.795
O 9.0830 -0.9485 -1.5436 0.02 -0.04 0.01 -0.563
C 8.5924 -2.4427 -3.6667 0.06 -0.05 0.01 -0.281
H 11.1356 0.1508 -3.3122 -0.01 0.00 0.01 0.048
H 11.2344 -1.6294 -3.2444 -0.01 0.00 0.02 0.056
H 10.6649 -0.8107 -4.7366 -0.01 0.01 0.00 0.051
H 9.2924 -3.1720 -3.2581 0.01 0.02 0.02 0.061
H 8.6322 -2.4309 -4.7549 -0.04 0.00 0.00 0.051
H 7.5783 -2.6841 -3.3596 -0.01 0.01 -0.02 0.023
```
Forces are in eV/Å.

## Properties
Orbital gap   7.34 eV
E_LUMO   -0.51 eV
E_HOMO   -7.85 eV
Net charge   0

=====

No. 2
Formula: C15H17CrN11OS
Source: the Open Molecules 2025 dataset
Level of theory: ωB97M-V/def2-TZVPD

Geometry as XYZ:
```
46
Properties=species:S:1:pos:R:3:forces:R:3:mulliken_spin:R:1
Cr -0.2444 -0.2434 -0.0981 0.06 0.02 0.12 3.882
N 0.6645 -4.5240 -0.4662 -0.01 0.01 0.01 -0.003
C 0.5765 -3.1849 -0.3560 0.15 -0.05 -0.02 0.025
S -1.0093 -2.4938 -0.3569 -0.10 0.02 0.02 -0.041
N 1.7343 -2.5480 -0.2716 -0.14 0.03 -0.01 -0.023
N 1.5669 -1.2106 -0.1883 0.04 -0.02 -0.04 -0.008
C 2.6134 -0.4667 -0.1236 -0.03 0.20 0.02 0.008
C 2.3978 0.9800 -0.0383 0.09 -0.28 -0.02 0.087
C 3.4452 1.8866 0.0240 -0.04 0.07 0.00 0.011
C 3.1520 3.2384 0.1015 0.02 -0.05 0.00 0.013
C 1.8279 3.6451 0.1144 -0.04 0.02 0.00 0.014
C 0.8357 2.6814 0.0494 0.01 0.07 -0.01 0.053
N 1.1103 1.3815 -0.0245 0.04 -0.06 0.01 -0.055
H -0.1683 -5.0810 -0.4318 0.00 0.00 0.00 0.000
H 1.5670 -4.9579 -0.3803 0.00 0.00 0.00 0.000
H 3.6073 -0.9001 -0.1356 0.01 0.02 0.00 0.008
H 4.4652 1.5293 0.0129 0.01 0.00 0.00 -0.002
H 3.9507 3.9659 0.1546 0.00 0.01 0.00 0.001
H 1.5575 4.6889 0.1780 0.00 0.00 0.00 0.000
H -0.2147 2.9417 0.0740 0.02 0.00 0.00 -0.004
O -1.4027 0.4138 1.5389 -0.12 0.02 0.00 -0.001
N -1.7340 1.6585 1.5722 0.03 0.03 -0.04 -0.025
C -2.1246 2.1258 2.7277 -0.01 -0.10 0.00 0.028
C -2.4778 3.5096 2.7807 0.02 0.08 -0.02 -0.001
N -2.7461 4.6278 2.8100 -0.04 -0.01 -0.02 0.009
C -2.1896 1.3238 3.9135 0.04 -0.02 0.03 -0.002
N -2.2351 0.6903 4.8711 -0.02 0.00 0.00 0.009
C -3.9769 4.7870 -1.6566 0.02 0.00 -0.02 0.000
C -4.9763 3.6577 -1.4287 0.00 0.06 -0.05 0.000
C -5.0138 3.2431 0.0360 -0.06 -0.08 0.08 0.000
C -4.7094 2.4682 -2.3527 0.03 -0.05 0.01 0.001
N -3.3929 1.8718 -2.1410 0.12 0.00 0.06 0.001
C -2.9674 1.0236 -1.2069 -0.11 -0.07 -0.02 0.066
N -1.6802 0.8454 -1.3753 0.03 0.05 -0.07 -0.070
N -1.3186 1.6144 -2.4257 -0.01 -0.02 0.01 0.015
N -2.3348 2.2320 -2.8865 -0.05 0.05 -0.06 0.007
H -4.2437 5.6520 -1.0503 0.00 0.00 0.01 0.000
H -3.9431 5.0956 -2.7026 -0.01 0.00 0.00 0.000
H -2.9692 4.4834 -1.3663 0.01 -0.01 0.02 0.000
H -5.9715 4.0114 -1.7172 0.00 0.00 0.01 0.000
H -4.0310 2.9174 0.3834 0.03 -0.02 -0.01 0.000
H -5.7302 2.4339 0.2071 0.04 0.03 0.01 0.000
H -5.2949 4.0813 0.6726 -0.03 0.02 -0.03 0.000
H -4.7299 2.7648 -3.3999 -0.01 0.02 0.01 0.000
H -5.4458 1.6788 -2.2003 -0.02 0.02 0.01 0.000
H -3.5813 0.5626 -0.4525 0.02 0.01 0.01 -0.002
```
Forces are in eV/Å.

## Properties
Orbital gap (alpha / beta)   7.08 / 7.51 eV
E_LUMO (alpha / beta)   -0.60 / -0.84 eV
Energy above the lowest of the compared OMol25 structures with the same formula, charge and spin   0.0 kcal per mole
E_HOMO (alpha / beta)   -7.68 / -8.34 eV
Multiplicity   5
Net charge   0

=====

No. 3
Formula: C12H16N3O4PPb
Source: the Open Molecules 2025 dataset
Level of theory: ωB97M-V/def2-TZVPD

Geometry as XYZ:
```
37
Properties=species:S:1:pos:R:3:forces:R:3:lowdin_charge:R:1
Pb 0.0005 0.1901 -1.8067 0.14 -1.12 -5.42 0.893
O 0.1529 3.4233 -1.2846 -0.25 -5.57 -1.84 0.233
C 0.0967 2.2696 -1.4730 0.49 11.56 4.05 -0.131
C -0.1043 -1.9561 -1.6989 -0.66 -11.37 0.74 -0.203
O -0.1594 -3.1180 -1.5699 0.29 5.32 -0.67 0.191
C 2.1119 0.0711 -1.6994 12.30 -0.67 2.43 -0.150
O 3.2792 0.0130 -1.6204 -5.81 0.29 -1.14 0.227
C -2.1100 0.2718 -1.7438 -12.28 0.42 2.35 -0.148
O -3.2786 0.3274 -1.6939 5.82 -0.24 -1.08 0.231
C 0.0329 0.8639 -6.7995 -0.14 -3.04 -0.39 -0.071
H -0.8720 1.4631 -6.8645 0.15 -0.07 0.15 0.039
H 0.9924 1.3735 -6.8442 -0.17 -0.06 0.15 0.039
C -0.0330 -0.5202 -6.8585 0.14 3.05 -0.14 -0.068
H 0.8738 -1.1135 -6.9494 -0.17 0.07 0.16 0.040
H -0.9904 -1.0239 -6.9698 0.17 0.05 0.16 0.040
C 1.2475 -0.4089 3.6806 -0.86 0.27 -0.90 -0.112
N 1.1863 0.7910 2.7921 -0.30 0.17 0.86 -0.140
C -0.1168 1.5029 3.0001 0.08 -1.28 -0.12 -0.113
N -1.3058 0.6110 2.7929 0.32 0.23 0.86 -0.140
C -1.1924 -0.5860 3.6800 0.81 0.38 -0.88 -0.112
N 0.0879 -1.3292 3.4413 -0.07 0.93 -0.35 -0.099
C 0.1308 -1.9263 2.0930 0.06 -0.82 1.52 -0.281
P 0.0367 -0.6377 0.8779 -0.18 2.91 -2.06 1.016
C 1.4286 0.4773 1.3973 -0.78 -0.66 0.65 -0.303
C -1.4982 0.2714 1.3969 0.81 -0.57 0.65 -0.301
H 1.2236 -0.0711 4.7184 -0.04 -0.10 -0.13 0.144
H 2.1692 -0.9509 3.4872 0.11 -0.02 0.06 0.135
H -0.1785 2.3496 2.3200 -0.01 0.08 -0.02 0.130
H -0.1426 1.8617 4.0284 0.00 -0.01 -0.08 0.141
H -2.0252 -1.2567 3.4863 -0.11 -0.02 0.06 0.135
H -1.2166 -0.2501 4.7187 0.05 -0.09 -0.15 0.144
H 1.0671 -2.4455 1.9528 0.20 -0.48 0.05 0.112
H -0.7168 -2.5811 1.9550 -0.12 -0.49 0.05 0.112
H 1.4425 1.3772 0.7876 0.12 0.22 0.03 0.073
H 2.3561 -0.0864 1.2409 0.05 0.26 0.21 0.108
H -2.3412 -0.4119 1.2351 -0.06 0.25 0.20 0.113
H -1.6351 1.1645 0.7941 -0.13 0.23 0.00 0.076
```
Forces are in eV/Å.

## Properties
Orbital gap   4.99 eV
E_LUMO   -9.38 eV
Energy above the lowest of the compared OMol25 structures with the same formula, charge and spin   0.0 kcal per mole
E_HOMO   -14.37 eV
Net charge   +2

=====

No. 4
Formula: C3H11N2O2S
Source: the Open Molecules 2025 dataset
Level of theory: ωB97M-V/def2-TZVPD

Geometry as XYZ:
```
19
Properties=species:S:1:pos:R:3:forces:R:3:nbo_charge:R:1
N -0.7458 -0.1761 -0.7516 -0.42 1.97 0.62 -0.705
C 0.4842 -0.2761 0.0924 -0.11 -2.65 0.08 -0.166
C 0.5971 0.8369 1.0924 0.10 1.69 0.20 -0.581
S -0.8766 0.9448 2.1729 0.20 -0.96 0.15 -0.011
C 1.6139 -0.2673 -0.9444 0.77 -1.54 -0.98 0.652
N 2.8261 -0.6410 -0.4404 -2.31 1.01 -0.67 -0.784
O 1.3201 -0.1261 -2.1274 0.66 0.55 1.00 -0.596
H -1.5299 0.2196 -0.1610 0.77 -0.64 -0.63 0.463
H -0.5313 0.5223 -1.5362 -0.30 -1.47 0.81 0.473
H -1.0760 -1.0791 -1.1181 0.16 0.64 0.04 0.467
H 0.4601 -1.3649 0.6013 -0.01 2.52 -0.96 0.251
H 1.4185 0.7145 1.7634 0.56 -0.96 0.56 0.261
H 0.9969 1.7804 0.6487 -1.22 -0.32 -0.16 0.268
H -1.3716 2.1451 1.9786 0.07 0.82 -0.48 0.158
H 3.6464 -0.6354 -1.0018 0.57 -0.13 -0.18 0.437
H 2.7858 -0.8514 0.5248 0.93 -0.26 0.78 0.399
H -3.8342 -1.3459 -0.6525 -0.32 -0.38 -0.15 0.505
H -3.0470 -1.6921 -1.9731 -0.63 -0.34 -0.12 0.494
O -3.1334 -1.0759 -1.2456 0.52 0.44 0.08 -0.985
```
Forces are in eV/Å.

## Properties
Orbital gap   10.44 eV
E_LUMO   -3.13 eV
Energy above the lowest of the compared OMol25 structures with the same formula, charge and spin   24.6 kcal per mole
E_HOMO   -13.57 eV
Net charge   +1